A structure of composition C2H5BrSe at a distorted geometry. Source: the OMol25 dataset; level of theory: wB97M-V/def2-TZVPD.

Computed properties:
ΔE to the lowest compared entry with this formula, charge and spin (kcal per mole): 42.44
2S+1: 1
HOMO-LUMO gap (eV): 9.23
E (eV): -137541.382

Geometry as XYZ:
```
9
C2H5BrSe wB97M-V/def2-TZVPD
C -0.45 -0.20 0.76
C 0.97 0.33 -0.56
Se -2.19 0.33 0.28
Br 2.59 0.35 0.45
H -0.05 -1.24 0.82
H -0.20 0.30 1.72
H 0.58 1.11 -1.25
H 1.10 -0.51 -1.18
H -2.34 -0.47 -1.05
```

=====

A structure of composition C2H5CdO2 at a distorted geometry. Source: the OMol25 dataset; level of theory: wB97M-V/def2-TZVPD.

Computed properties:
Charge: +2
2S+1: 2
HOMO-LUMO gap (alpha / beta) (eV): 8.11 / 9.47
E (eV): -10791.912
<S²>: 0.755

Geometry as XYZ:
```
10
C2H5CdO2 wB97M-V/def2-TZVPD
C -2.24 -1.00 -0.16
H -1.84 -1.59 0.66
H -3.10 -1.39 -0.69
C -2.13 0.42 -0.04
O -1.08 1.00 0.31
Cd 0.79 0.77 0.64
H -3.06 1.02 -0.04
O 1.34 -1.10 0.34
H 2.00 -1.57 0.87
H 0.59 -1.78 0.08
```

=====

A cluster of 2 separate species, C2H5Cl2N2 in total at a distorted geometry. Source: the OMol25 dataset; level of theory: wB97M-V/def2-TZVPD.

Computed properties:
Charge: +1
ΔE to the lowest compared entry with this formula, charge and spin (kcal per mole): 27.14
2S+1: 3
HOMO-LUMO gap (alpha / beta) (eV): 7.53 / 10.06
E (eV): -30168.363
<S²>: 2.014

Geometry as XYZ:
```
11
C2H5Cl2N2 wB97M-V/def2-TZVPD
C 0.11 0.49 0.55
C 2.28 -0.03 -0.14
N -1.16 0.18 0.65
N 1.03 -0.41 0.09
Cl 2.73 1.61 0.03
Cl 3.50 -1.19 0.14
H 0.44 1.55 0.58
H 1.90 -0.13 -2.27
H -1.75 0.91 1.08
H -1.41 -0.86 0.56
H 0.97 -1.40 -0.21
```

=====

Q: Number 2 is which compound?
A: C2H5CdO2

=====

Please write out number 2 again, unchanged.
A structure of composition C2H5CdO2 at a distorted geometry. Source: the OMol25 dataset; level of theory: wB97M-V/def2-TZVPD.

Computed properties:
Charge: +2
2S+1: 2
HOMO-LUMO gap (alpha / beta) (eV): 8.11 / 9.47
E (eV): -10791.912
<S²>: 0.755

Geometry as XYZ:
```
10
C2H5CdO2 wB97M-V/def2-TZVPD
C -2.24 -1.00 -0.16
H -1.84 -1.59 0.66
H -3.10 -1.39 -0.69
C -2.13 0.42 -0.04
O -1.08 1.00 0.31
Cd 0.79 0.77 0.64
H -3.06 1.02 -0.04
O 1.34 -1.10 0.34
H 2.00 -1.57 0.87
H 0.59 -1.78 0.08
```